1 | Here is 2 unconnected molecules or ions with the total composition CH4F2N2 from the Open Molecules 2025 dataset. Energies are from ωB97M-V/def2-TZVPD.

Positions of all 9 atoms, in Å:
F 0.203 -0.663 1.826
F -0.824 -3.655 0.163
N -0.186 -1.070 -0.305
N 0.341 1.111 0.526
C 0.115 -0.216 0.566
H 0.651 1.559 1.371
H -0.585 -2.736 0.013
H 0.461 1.594 -0.347
H -0.242 -0.739 -1.258

Values from the calculation:
- lowest unoccupied orbital energy (eV) = 0.40
- gap between HOMO and LUMO (eV) = 11.105

=====

2 | Here is a molecular structure, CH4F2N2 from the Open Molecules 2025 dataset. Energies are from ωB97M-V/def2-TZVPD.

Positions of all 9 atoms, in Å:
F 1.169 0.957 -0.286
F 0.983 -1.345 0.420
N -0.405 -0.124 -1.243
N -0.476 0.527 1.067
C 0.153 0.155 -0.050
H 0.030 1.173 1.636
H -1.202 -0.657 -1.398
H -0.699 -0.326 1.569
H 0.448 -0.360 -1.714

Values from the calculation:
- lowest unoccupied orbital energy (eV) = 0.93
- gap between HOMO and LUMO (eV) = 11.752

=====

Most stable pick: 1. Distance to second place: 0.0406 hartree.

=====

1 | Here is 2 unconnected molecules or ions with the total composition C2H10NS from the Open Molecules 2025 dataset. Energies are from ωB97M-V/def2-TZVPD.

Positions of all 14 atoms, in Å:
S -0.462 -0.935 0.438
N -0.624 -0.665 -2.787
C 0.307 0.644 0.907
C 0.931 0.584 2.297
H 0.091 -1.081 -3.390
H 1.182 1.589 2.648
H 0.220 0.204 3.023
H -1.452 -0.924 1.340
H -1.516 -1.104 -3.021
H -0.427 1.437 0.826
H 1.826 -0.028 2.310
H -0.689 0.340 -2.952
H 1.058 0.828 0.134
H -0.443 -0.889 -1.773

Values from the calculation:
- lowest unoccupied orbital energy (eV) = -3.98
- net charge = +1
- gap between HOMO and LUMO (eV) = 9.376

=====

2 | Here is 2 unconnected molecules or ions with the total composition C2H10NS from the Open Molecules 2025 dataset. Energies are from ωB97M-V/def2-TZVPD.

Positions of all 14 atoms, in Å:
S 0.617 -0.209 -0.251
N -0.455 1.831 1.667
C 1.576 -1.302 -1.262
C -1.097 -0.751 -0.499
H -1.216 1.159 1.683
H -1.220 -1.778 -0.832
H -0.746 2.685 1.189
H 0.319 1.399 1.066
H -1.628 -0.417 0.395
H 1.784 -2.285 -0.824
H -1.512 -0.166 -1.327
H 0.024 2.091 2.529
H 1.066 -1.520 -2.196
H 2.489 -0.736 -1.337

Values from the calculation:
- lowest unoccupied orbital energy (eV) = -3.92
- net charge = +1
- gap between HOMO and LUMO (eV) = 8.807

=====

Most stable pick: 1. Distance to second place: 0.0208 hartree.

=====

1 | Here is 2 unconnected molecules or ions with the total composition C2H10NS from the Open Molecules 2025 dataset. Energies are from ωB97M-V/def2-TZVPD.

Positions of all 14 atoms, in Å:
S 0.477 0.401 -0.060
N -2.666 0.449 0.096
C 0.789 -1.303 -0.606
C 2.145 0.832 0.500
H -2.863 1.445 0.135
H 1.478 -1.304 -1.446
H 2.147 1.849 0.880
H -3.101 0.073 -0.747
H 1.183 -1.860 0.239
H 2.438 0.166 1.309
H -0.149 -1.750 -0.922
H -1.635 0.250 0.042
H -3.071 0.004 0.921
H 2.828 0.748 -0.341

Values from the calculation:
- lowest unoccupied orbital energy (eV) = -3.94
- net charge = +1
- gap between HOMO and LUMO (eV) = 8.774

=====

2 | Here is 2 unconnected molecules or ions with the total composition C2H10NS from the Open Molecules 2025 dataset. Energies are from ωB97M-V/def2-TZVPD.

Positions of all 14 atoms, in Å:
S -0.348 -0.706 -0.460
N -0.964 2.466 -0.337
C -0.153 -2.437 0.051
C 1.133 0.075 0.100
H -1.021 -3.032 -0.212
H 0.745 -2.837 -0.422
H -0.581 2.718 -1.245
H -1.263 -0.416 0.478
H 2.049 -0.505 0.095
H -1.627 3.200 -0.117
H -0.233 2.486 0.361
H 1.002 0.452 1.072
H -0.047 -2.417 1.137
H 1.307 0.953 -0.501

Values from the calculation:
- lowest unoccupied orbital energy (eV) = -3.74
- net charge = +1
- gap between HOMO and LUMO (eV) = 10.540

=====

Most stable pick: 1. Distance to second place: 0.0291 hartree.

=====

1 | Here is C9H10N2O2 in the gas phase from the Open Molecules 2025 dataset. Energies are from ωB97M-V/def2-TZVPD.

Positions of all 23 atoms, in Å:
O -1.904 -2.799 1.868
O -1.111 -2.920 -0.248
N -1.512 -2.279 0.781
N 2.129 -1.072 2.525
C 1.304 -0.180 -0.836
C 0.874 1.000 -0.069
C 1.344 -1.310 0.142
C 0.406 -0.549 -2.122
C -0.304 1.284 0.442
C 1.727 -1.101 1.418
C -0.672 2.643 0.908
C -1.453 0.377 0.371
C -1.514 -0.942 0.572
H 1.621 1.953 -0.176
H -1.064 3.109 -0.015
H 0.749 -1.513 -2.570
H 0.922 -2.240 -0.137
H -2.335 0.848 0.223
H -1.409 2.612 1.742
H -0.569 -0.662 -1.762
H 0.133 3.391 1.160
H 2.285 0.085 -1.409
H 0.352 0.267 -2.808

Values from the calculation:
- lowest unoccupied orbital energy (alpha / beta) (eV) = -1.38 / -2.44
- gap between HOMO and LUMO (alpha / beta) (eV) = 8.433 / 6.485

=====

2 | Here is 2 unconnected molecules or ions with the total composition C9H10N2O2 from the Open Molecules 2025 dataset. Energies are from ωB97M-V/def2-TZVPD.

Positions of all 23 atoms, in Å:
O 0.539 -0.430 3.440
O 1.870 0.395 1.995
N 0.781 0.017 2.336
N -1.397 2.003 1.754
C 0.132 -0.732 0.035
C -1.006 1.221 -0.605
C 0.786 -1.495 -2.576
C 1.072 -1.749 -0.181
C -0.199 -0.065 1.324
C -0.361 -0.076 -1.040
C -0.019 -0.419 -2.308
C 1.378 -2.135 -1.478
C -0.519 1.414 0.831
H 1.732 -2.098 0.627
H -0.731 2.015 -1.229
H -1.365 2.981 1.888
H 1.038 -1.930 -3.542
H -1.244 -0.864 1.975
H 2.153 -2.940 -1.750
H -0.570 -0.015 -3.035
H -2.368 1.723 1.634
H -2.138 1.198 -0.862
H 0.438 1.982 0.767

Values from the calculation:
- lowest unoccupied orbital energy (eV) = 0.43
- gap between HOMO and LUMO (eV) = 9.767

=====

Most stable pick: 2. Distance to second place: 0.1789 hartree.

=====

1 | Here is 2 unconnected molecules or ions with the total composition CH4IP from the Open Molecules 2025 dataset. Energies are from ωB97M-V/def2-TZVPD.

Positions of all 7 atoms, in Å:
I -2.786 -0.237 0.136
P -0.662 1.092 -0.051
C 0.636 -0.197 -0.417
H 1.627 -0.098 -0.071
H 0.312 -1.075 -0.067
H 0.349 0.785 2.047
H 0.524 -0.269 -1.577

Values from the calculation:
- lowest unoccupied orbital energy (alpha / beta) (eV) = -1.15 / -0.97
- gap between HOMO and LUMO (alpha / beta) (eV) = 8.261 / 7.691

=====

2 | Here is a molecular structure, CH4IP from the Open Molecules 2025 dataset. Energies are from ωB97M-V/def2-TZVPD.

Positions of all 7 atoms, in Å:
I -2.746 -1.245 -0.162
P -0.421 0.993 -0.563
C -0.802 -0.611 0.159
H 0.043 -1.300 0.183
H 0.960 0.983 -0.320
H -0.478 0.559 -2.061
H -0.405 -0.133 2.068

Values from the calculation:
- lowest unoccupied orbital energy (alpha / beta) (eV) = -0.71 / -0.78
- gap between HOMO and LUMO (alpha / beta) (eV) = 8.152 / 8.370

=====

Most stable pick: 1. Distance to second place: 0.0511 hartree.

=====

1 | Here is CH2P2S3 in the gas phase from the Open Molecules 2025 dataset. Energies are from ωB97M-V/def2-TZVPD.

Positions of all 8 atoms, in Å:
S -2.707 1.909 -0.042
S -3.081 -1.179 -1.456
S -2.920 0.479 1.412
P -3.106 -1.425 0.460
P -0.878 1.569 -1.085
C -0.100 0.366 -0.243
H -0.445 -0.120 0.657
H 0.857 0.047 -0.613

Values from the calculation:
- lowest unoccupied orbital energy (eV) = -1.51
- gap between HOMO and LUMO (eV) = 7.374

=====

2 | Here is a molecular structure, CH2P2S3 from the Open Molecules 2025 dataset. Energies are from ωB97M-V/def2-TZVPD.

Positions of all 8 atoms, in Å:
S 1.349 -0.086 -1.584
S 1.176 1.793 1.235
S 1.150 -1.999 1.301
P 0.230 -1.386 -0.316
P 0.133 1.419 -0.426
C -0.998 -0.014 -0.106
H -1.296 0.220 0.926
H -1.743 0.054 -1.031

Values from the calculation:
- lowest unoccupied orbital energy (alpha / beta) (eV) = -2.43 / -2.83
- gap between HOMO and LUMO (alpha / beta) (eV) = 6.915 / 5.974

=====

Most stable pick: 1. Distance to second place: 0.0129 hartree.

=====

1 | Here is 2 unconnected molecules or ions with the total composition C5H14N4 from the Open Molecules 2025 dataset. Energies are from ωB97M-V/def2-TZVPD.

Positions of all 23 atoms, in Å:
N -2.304 -0.188 1.167
N -1.186 -1.246 -1.155
N 0.453 -2.255 0.138
N -1.285 -1.164 1.220
C 0.799 1.294 1.063
C -0.010 1.759 -1.246
C -0.653 -1.427 -0.005
C 2.003 0.273 -0.855
C 0.848 0.997 -0.229
H -0.625 -1.081 1.991
H 0.725 -2.688 -0.731
H -2.922 -0.309 1.962
H 2.679 0.978 -1.337
H 2.561 -0.287 -0.106
H -1.924 0.757 1.172
H -0.721 2.421 -0.760
H -2.048 -0.711 -1.088
H 0.132 2.048 1.453
H -0.558 1.050 -1.867
H 0.421 -2.890 0.922
H 1.350 0.741 1.807
H 1.626 -0.409 -1.613
H 0.640 2.337 -1.901

Values from the calculation:
- lowest unoccupied orbital energy (eV) = 0.90
- gap between HOMO and LUMO (eV) = 9.715

=====

2 | Here is C5H14N4 in the gas phase from the Open Molecules 2025 dataset. Energies are from ωB97M-V/def2-TZVPD.

Positions of all 23 atoms, in Å:
N -2.573 1.821 0.472
N 0.263 -0.508 -0.065
N -0.119 1.058 1.750
N -2.436 -0.088 -0.782
C -0.307 0.779 0.335
C -1.843 0.847 0.015
C -0.118 -1.659 0.749
C 1.714 -0.458 -0.283
C 2.038 0.048 -1.683
H 2.150 -1.462 -0.200
H -1.802 -0.599 -1.387
H -3.301 0.230 -1.201
H 3.120 0.017 -1.850
H 0.134 1.598 -0.245
H 2.224 0.156 0.468
H -1.195 -1.698 0.942
H 0.124 -2.584 0.210
H 1.566 -0.583 -2.444
H -1.960 2.403 1.064
H 0.858 0.919 1.982
H 1.706 1.079 -1.836
H 0.404 -1.684 1.711
H -0.648 0.368 2.280

Values from the calculation:
- lowest unoccupied orbital energy (eV) = 0.84
- gap between HOMO and LUMO (eV) = 9.526

=====

Most stable pick: 2. Distance to second place: 0.0398 hartree.

=====

1 | Here is a molecular structure, H24NeO12 from the Open Molecules 2025 dataset. Energies are from ωB97M-V/def2-TZVPD.

Positions of all 37 atoms, in Å:
Ne 0.357 0.356 -0.052
O 2.924 2.722 -1.674
O -1.317 -1.362 3.291
O -1.881 2.147 0.781
O -2.678 -0.524 0.921
O -0.363 1.723 -2.813
O -2.858 1.649 -1.874
O 0.432 3.605 1.531
O 3.644 -0.163 -1.560
O -2.419 -1.055 -1.671
O 1.232 -2.338 2.555
O 2.331 -2.093 0.026
O 0.137 -2.312 -1.712
H -0.318 -3.138 -1.543
H 3.149 -0.616 -0.876
H -1.218 1.640 -2.390
H 1.232 -3.269 2.329
H -2.273 1.513 1.383
H 2.006 -2.013 0.923
H -3.572 -0.550 1.263
H -1.713 -2.222 3.150
H 1.929 -2.249 3.206
H -2.455 -0.924 -0.724
H 0.266 1.484 -2.132
H -0.416 -1.458 2.981
H -2.134 -0.827 1.647
H 0.832 -2.282 -1.054
H 4.557 -0.389 -1.384
H -2.456 2.910 0.829
H -2.794 1.844 -0.939
H 2.917 -2.849 0.050
H 3.065 1.788 -1.518
H -1.553 -1.432 -1.828
H 3.647 3.154 -1.219
H 0.815 3.747 0.665
H -2.703 0.706 -1.933
H -0.349 3.077 1.364

Values from the calculation:
- lowest unoccupied orbital energy (eV) = -0.99
- gap between HOMO and LUMO (eV) = 8.439

=====

2 | Here is a molecular structure, H24NeO12 from the Open Molecules 2025 dataset. Energies are from ωB97M-V/def2-TZVPD.

Positions of all 37 atoms, in Å:
Ne -0.328 -0.029 -0.172
O -3.166 -1.519 0.506
O 1.300 2.812 -2.127
O -0.955 -2.830 2.055
O 1.614 -3.015 1.308
O -0.779 2.968 0.044
O 2.298 -1.816 -3.106
O 2.513 0.231 -1.124
O -0.737 -0.420 3.571
O -1.776 -0.491 -3.133
O 0.311 1.902 2.310
O 1.960 -0.304 1.669
O -3.272 1.831 -2.535
H -0.090 2.400 3.023
H 2.032 3.373 -1.873
H -0.914 -1.936 2.395
H 1.766 -2.107 1.572
H -2.434 -2.021 0.865
H -1.525 -1.415 -3.099
H -0.804 -0.374 4.525
H -1.466 2.341 -0.184
H 1.400 2.698 -3.072
H 2.936 -2.364 -2.647
H -1.629 -0.237 -4.044
H 2.630 0.054 2.251
H 1.275 0.365 1.651
H 2.452 -0.050 -0.211
H -0.675 0.493 3.290
H 0.038 2.359 1.515
H -0.172 2.939 -0.696
H -0.049 -3.041 1.827
H -3.490 -2.052 -0.220
H -3.841 1.825 -1.765
H 2.051 1.069 -1.148
H -2.854 0.970 -2.531
H 2.134 -1.087 -2.508
H 2.246 -3.522 1.818

Values from the calculation:
- lowest unoccupied orbital energy (eV) = 0.00
- gap between HOMO and LUMO (eV) = 10.353

=====

Most stable pick: 2. Distance to second place: 0.0232 hartree.